Record 1
DFT (ωB97M-V with the def2-TZVPD basis set) results for a structure of composition C20H27N2O6P2Pd.

Positions of all 58 atoms, in Å:
Pd1 -1.5142 -0.1743 1.7079
P1 -1.8127 -1.6174 -0.0233
P2 -0.9150 1.5611 0.3896
O1 6.0834 -0.5913 -1.2999
O2 6.7220 0.4379 -3.0958
O3 1.4655 3.1846 -4.8647
O4 1.4577 -0.0623 0.4068
O5 0.0236 1.1332 -0.8689
O6 3.5063 3.0828 -5.5791
N1 5.9152 0.1287 -2.2590
N2 2.6271 2.8318 -4.8011
C1 -1.0828 -1.8174 3.5570
C2 -3.2385 -2.7023 0.1865
C3 1.3358 0.5939 -0.5886
C4 2.0045 1.7260 -2.7070
C5 0.0241 2.8399 1.2258
C6 4.5463 0.6898 -2.4203
C7 4.2734 1.4890 -3.5195
C8 -0.6916 -3.2608 3.5312
C9 -2.8747 -0.1199 3.7592
C10 -2.4652 -1.4379 3.5596
C11 -1.8938 0.8802 3.7613
C12 2.9861 1.9840 -3.6335
C13 3.6029 0.3861 -1.4680
C14 -0.1180 -0.8117 3.6906
C15 -0.5170 0.5261 3.7401
C16 -2.2905 2.3727 -0.4398
C17 -0.4025 -2.6865 -0.3443
C18 2.3141 0.9131 -1.6147
C19 -1.3194 -0.2290 -2.4420
C20 -2.3182 -0.9933 -1.8478
H1 -0.2727 -3.2848 0.5625
H2 -2.3253 -2.0328 -2.1983
H3 -2.8915 1.6543 -1.0008
H4 -2.9323 2.8466 0.3039
H5 -2.1685 1.9212 3.8745
H6 -1.4231 -3.8799 3.0110
H7 -3.2119 -2.2220 3.5092
H8 -0.5625 3.2805 2.0325
H9 -4.1601 -2.1226 0.2400
H10 -3.3060 -0.5470 -1.7469
H11 0.2627 3.6231 0.5014
H12 -0.3833 -0.6930 -2.7481
H13 -1.4584 0.8085 -2.7241
H14 1.0325 2.1746 -2.8524
H15 -1.9159 3.1451 -1.1164
H16 0.9329 -1.0684 3.7317
H17 -3.9245 0.1227 3.8543
H18 3.8751 -0.2416 -0.6302
H19 -0.5738 -3.3695 -1.1775
H20 -3.2928 -3.4360 -0.6190
H21 0.3002 -3.4068 3.1062
H22 0.9544 2.4252 1.6165
H23 -0.6504 -3.6303 4.5604
H24 0.2280 1.3073 3.8145
H25 5.0356 1.7131 -4.2557
H26 -3.1091 -3.2406 1.1279
H27 0.5071 -2.1035 -0.4753

Atoms 1-2, force components in eV/Å:
0.0278 -0.1122 0.0968
-0.1305 -0.0190 -0.2612

Its LUMO energy is -12.4 eV. Its charge is +3. The HOMO energy comes out at -17.99 eV. As for the spin multiplicity: 1. The gap between HOMO and LUMO comes out at 5.61 eV.



Record 2
DFT (ωB97M-V with the def2-TZVPD basis set) results for the molecule C20H27N3O2.

Positions of all 52 atoms, in Å:
O1 1.1985 3.5748 0.1559
O2 0.2132 1.4287 2.1698
N1 -0.6862 -4.2986 -1.8007
N2 0.4428 -0.5816 0.4054
N3 -0.4261 -3.2871 0.2425
C1 -0.7923 3.3775 -1.0930
C2 -0.1848 3.6514 0.1411
C3 -2.3445 4.0919 1.0808
C4 -2.9556 3.7549 -0.1111
C5 -1.2521 -2.2059 -0.2514
C6 0.4378 -6.3133 -2.4045
C7 1.2857 -1.6667 0.8775
C8 1.8792 2.8592 1.1617
C9 -0.0641 -4.2891 -0.6170
C10 0.8448 -5.3061 -0.2712
C11 -0.9635 4.0688 1.2260
C12 -0.3709 4.5199 2.5272
C13 1.4009 1.4188 1.4172
C14 1.0893 -6.3149 -1.1762
C15 0.4046 -2.8354 1.3320
C16 -0.4426 -5.2777 -2.6519
C17 -2.1741 3.4251 -1.2007
C18 -0.3833 -1.0312 -0.7051
C19 1.1878 0.6322 0.1154
C20 0.0263 3.0680 -2.3154
H1 -0.2866 0.6440 1.8927
H2 -0.2549 -2.4918 2.1362
H3 2.1556 0.4351 -0.3697
H4 -2.9487 4.3958 1.9234
H5 -4.0318 3.7757 -0.1970
H6 1.8839 -1.3111 1.7185
H7 -0.1204 3.8513 -3.0584
H8 -2.6328 3.1997 -2.1529
H9 1.7850 -7.1040 -0.9273
H10 -1.8447 -2.5794 -1.0845
H11 -1.9087 -1.8819 0.5618
H12 2.9118 2.8236 0.8000
H13 2.1950 0.9372 2.0170
H14 1.8654 3.3851 2.1211
H15 1.9705 -2.0175 0.0838
H16 0.5816 1.2411 -0.5529
H17 1.0253 -3.6414 1.7170
H18 -0.2849 2.1244 -2.7639
H19 1.3420 -5.3167 0.6851
H20 -1.1050 5.0953 3.0872
H21 0.5020 5.1476 2.3569
H22 0.2297 -1.3523 -1.5641
H23 -1.0236 -0.2040 -1.0194
H24 1.0837 3.0235 -2.0726
H25 -0.0834 3.6580 3.1280
H26 0.6100 -7.0879 -3.1340
H27 -0.9870 -5.2132 -3.5861

Atoms 1-2, force components in eV/Å:
-0.4676 0.3352 -0.0843
-0.1632 0.1419 0.1682

Its LUMO energy is 0.8 eV. The HOMO energy comes out at -7.93 eV. As for the spin multiplicity: 1. The gap between HOMO and LUMO comes out at 8.71 eV.



Record 3
DFT (ωB97M-V with the def2-TZVPD basis set) results for the molecule C20H27N3O4.

Positions of all 54 atoms, in Å:
O1 1.5708 -2.0518 1.9878
O2 0.6503 2.4105 0.7178
O3 -0.7545 -1.1396 2.3111
O4 -3.2400 2.2599 0.4788
N1 -1.2201 0.9928 1.7994
N2 2.6997 1.5438 0.3486
N3 -2.5742 0.7541 2.0144
C1 1.4008 1.4416 0.8195
C2 -0.1462 -0.8257 -1.8663
C3 -0.3692 -0.0383 1.8661
C4 -4.8586 0.6350 1.2150
C5 1.0100 0.1811 1.4096
C6 3.0524 2.8174 -0.2636
C7 -3.0380 -0.9458 -0.7435
C8 5.7875 -0.4263 -0.0423
C9 -0.8706 -2.0882 -1.4114
C10 4.9054 0.6283 -0.1132
C11 3.2303 -0.7209 0.9675
C12 4.1425 -1.7815 1.0269
C13 -4.5623 -1.0585 -0.7046
C14 -2.3866 -2.0234 -1.6091
C15 -5.2631 0.2069 -0.2037
C16 -3.5000 1.3028 1.1723
C17 2.9225 2.7617 -1.7822
C18 3.6030 0.5112 0.3940
C19 5.4134 -1.6398 0.5286
C20 1.8958 -0.8794 1.4785
H1 6.7842 -0.3061 -0.4401
H2 -4.8609 -0.2184 1.8930
H3 3.1961 3.7224 -2.2094
H4 -0.9522 1.8625 1.3252
H5 -4.9268 -1.2616 -1.7148
H6 0.5988 -1.9926 2.2520
H7 -5.0413 1.0361 -0.8785
H8 1.8926 2.5428 -2.0526
H9 3.8132 -2.7060 1.4740
H10 -0.4486 0.0365 -1.2771
H11 6.1157 -2.4571 0.5750
H12 -2.7138 -0.1557 2.4446
H13 4.0594 3.1013 0.0458
H14 -2.6401 -1.0527 0.2651
H15 -2.8122 -2.9948 -1.3441
H16 -5.5792 1.3720 1.5748
H17 3.5629 1.9915 -2.2062
H18 -0.6582 -2.2666 -0.3547
H19 -0.3636 -0.6189 -2.9122
H20 -6.3414 0.0353 -0.2242
H21 -0.4792 -2.9403 -1.9725
H22 -4.8477 -1.9078 -0.0782
H23 5.2387 1.5450 -0.5692
H24 -2.6114 -1.8381 -2.6619
H25 0.9303 -0.9492 -1.7570
H26 -2.7635 0.0396 -1.1223
H27 2.3469 3.5530 0.1293

Atoms 1-2, force components in eV/Å:
-0.0313 0.0326 -0.0223
-0.1532 0.1160 -0.0777

Its LUMO energy is -0.1 eV. The HOMO energy comes out at -8.78 eV. As for the spin multiplicity: 1. The gap between HOMO and LUMO comes out at 8.66 eV.



Record 4
DFT (ωB97M-V with the def2-TZVPD basis set) results for the molecule C20H27N3O6S.

Positions of all 57 atoms, in Å:
S1 -4.9451 1.7562 0.1869
O1 -2.1695 1.8019 -1.5631
O2 -2.4690 -2.3520 -0.2083
O3 -6.4620 -1.9495 -0.4927
O4 7.8435 -0.3327 -0.0102
O5 -5.2733 -1.5346 1.3651
O6 -1.9119 2.9857 0.3383
N1 -0.5657 0.4176 0.4045
N2 -3.3163 -0.2826 -0.0198
N3 2.2949 0.1647 0.1864
C1 6.4759 -0.3005 -0.0011
C2 4.5262 0.9155 0.7217
C3 -3.2693 1.0693 0.4539
C4 -1.1810 -0.7400 1.0353
C5 -1.2211 4.0002 -0.3809
C6 -4.5066 -0.6541 -0.7562
C7 5.8934 0.7832 0.6571
C8 1.6766 0.3979 1.4767
C9 -7.4009 -2.6974 0.2739
C10 -2.3373 1.9406 -0.3777
C11 -5.4411 -1.4297 0.1832
C12 1.4401 -0.6303 -0.6689
C13 0.3539 1.1403 1.2676
C14 -5.1474 0.6386 -1.2329
C15 3.6781 -0.0357 0.1437
C16 8.4786 -1.4035 -0.6609
C17 0.0981 0.0911 -0.8485
C18 5.6466 -1.2438 -0.5889
C19 4.2691 -1.1128 -0.5103
C20 -2.3694 -1.2210 0.2180
H1 -7.8256 -2.0738 1.0628
H2 -1.5349 -0.4569 2.0311
H3 -6.2034 0.5302 -1.4625
H4 -0.1325 1.3344 2.2258
H5 -0.5286 3.5568 -1.0980
H6 -8.1722 -3.0177 -0.4212
H7 -0.5746 -0.5195 -1.4523
H8 -0.6885 4.5938 0.3580
H9 -6.9106 -3.5593 0.7294
H10 -0.5013 -1.5960 1.1445
H11 -3.0395 1.1546 1.5175
H12 -4.6061 1.0563 -2.0824
H13 6.5418 1.5199 1.1045
H14 -1.9367 4.6244 -0.9203
H15 2.3366 0.9966 2.1026
H16 4.1067 1.7795 1.2142
H17 3.6606 -1.8791 -0.9645
H18 8.2210 -2.3646 -0.2028
H19 1.2709 -1.6412 -0.2620
H20 6.0529 -2.0980 -1.1079
H21 1.9073 -0.7255 -1.6498
H22 8.2299 -1.4326 -1.7273
H23 -4.2357 -1.3097 -1.5908
H24 0.5680 2.0976 0.7864
H25 0.2704 1.0307 -1.3794
H26 9.5472 -1.2271 -0.5467
H27 1.4888 -0.5563 1.9992

Atoms 1-2, force components in eV/Å:
-0.0305 -0.0868 0.0762
-0.0311 0.1094 -0.0479

Its LUMO energy is 0.7 eV. The HOMO energy comes out at -7.53 eV. As for the spin multiplicity: 1. The gap between HOMO and LUMO comes out at 8.19 eV.